This record from OMol25 describes a molecular structure, C73H63BrN2O2P2SiY. The level of theory is wB97M-V/def2-TZVPD.

Element x y z (Å)
H 3.3886 1.4820 4.3932
C -2.7868 2.3454 -1.8243
C 2.5970 -3.9547 -0.3280
C 0.0842 4.6409 -1.8280
C -4.0186 2.1940 -3.8853
C 0.1779 0.2179 6.8619
H -5.0632 -2.8705 -1.0430
P -1.9356 -1.1080 2.3947
C 4.2160 0.7168 1.2191
C 4.7761 -4.9933 -0.3596
C -0.1696 0.9528 5.7370
Y 0.5344 -0.0574 0.2796
H -5.7273 0.6690 -1.4097
C 4.4466 -2.3782 3.0387
C 2.3394 -3.4846 3.0212
C -0.4245 -3.8453 5.0015
C -1.6858 -2.2890 -8.2419
H 5.8487 -4.8821 -0.4254
N 0.8344 -1.6298 -2.3587
H -4.1386 0.6252 1.8321
H -0.0077 -3.8149 5.9986
C -0.6711 -0.6170 -6.2486
C -2.4820 3.9142 0.4709
C 1.7923 -0.9860 5.5427
C -5.6640 0.3041 3.2832
C -6.0589 -0.4126 4.4069
H 0.0989 2.5154 1.6185
H -2.3182 -3.5529 -6.6234
C -1.6464 -1.0494 -0.2972
H 4.8361 -5.7032 3.5579
C -5.2043 -1.3594 4.9439
H -0.9394 1.7124 5.7979
C -2.8896 2.6365 -3.1906
H -2.0463 4.4852 -3.9136
H -1.9911 3.1502 -5.0519
H 0.9590 -5.2763 -0.0337
C -3.6521 6.0431 0.3380
Br 0.8262 1.2715 -2.8076
H -3.4855 4.9526 3.5248
H -1.3760 3.1493 3.3787
C 0.3889 -0.0857 -4.0549
H 5.1594 3.1389 4.0469
H 3.9569 0.0541 0.4094
H 2.3693 -5.5996 3.3525
C -2.1289 -1.2646 -1.6045
C -3.9603 -1.5928 4.3686
C -0.0447 3.6079 -0.9026
H -4.3425 -2.4951 1.2861
H -6.3255 1.0396 2.8431
H 1.6043 -3.4775 -2.4861
H 0.8197 -2.9132 0.2049
H -1.5720 -0.8870 -2.4506
H 1.8579 2.3286 1.6480
H -2.8302 5.0169 -1.3337
H -1.4677 -2.0619 -4.8740
C 5.0824 -3.5900 3.2695
H 6.3482 3.2639 1.8821
C -2.2268 2.8066 2.7855
C 5.5675 2.5294 2.0335
C -1.3708 -2.6863 3.1112
H 4.8165 -7.1156 -0.1429
C 1.1690 -0.7492 6.7598
H -1.0222 -5.9912 2.4544
C -3.5484 -0.8744 3.2525
H 2.5460 -1.7605 5.4853
C 3.0602 -2.2939 2.9038
C -0.4967 -5.0466 4.3074
H -5.5032 -1.9303 5.8141
H 1.2607 -3.4653 2.9058
O 4.5900 -2.6599 -0.6201
H -1.8093 -3.9065 1.4031
C -0.8466 -2.6712 4.4027
C -1.3231 -1.8022 -5.9137
P -1.5390 2.6490 -0.4944
C 1.6862 -2.7465 -0.4739
H 0.8443 -2.2182 -4.3579
C -5.0518 1.5140 -3.2703
C -4.9594 1.2340 -1.9176
C -3.8319 6.0287 1.7151
H -3.6597 -2.0108 -2.9034
C -3.3478 4.9663 2.4496
C 4.3417 -4.7552 3.3894
C -3.8323 1.6294 -1.2285
C 4.9000 2.4566 3.2460
H 5.0501 -1.4838 2.9462
H 5.7265 1.6966 0.0602
H -1.9279 1.8953 2.2726
C 0.9723 2.3016 1.0134
H -0.7491 -1.7368 4.9381
H -0.0763 0.6600 -7.8608
C 2.8106 -6.3571 -0.0909
C -1.8824 3.4081 -3.9977
C 1.0754 3.2264 -0.1138
H 1.3893 5.9938 -2.8542
N 1.1368 -2.8179 -1.8624
C -0.5651 -0.2663 -7.5932
H -4.0770 2.4022 -4.9460
H 3.1970 3.4624 0.0932
H 1.4532 -1.3244 7.6330
H 3.4168 5.1483 -1.6732
H -0.7916 5.0070 -2.3435
H -0.9712 -0.8097 -9.6224
H 0.1497 1.2606 3.6507
C 5.2195 1.6524 1.0158
H -0.2071 1.3535 -5.4371
H 3.8635 -1.9775 -0.4916
H -0.8554 3.2074 -3.7052
C -4.4223 0.0770 2.7197
C -3.7147 -2.1634 0.4642
C -2.6801 3.8892 1.8547
O 2.2662 -1.5250 -0.2654
H -3.0227 2.5518 3.4838
C 2.0351 -5.2100 -0.1446
Si 2.1177 -0.6630 2.6305
C -3.3264 -1.9012 -1.8763
H -0.1536 -5.9616 4.7706
C -2.5026 -1.5071 0.7183
H -2.0760 -2.9406 -9.0121
C 1.3106 5.2090 -2.1168
C 4.1889 -6.2346 -0.1985
C -1.4280 -3.8893 2.4172
C 2.3229 3.7858 -0.4593
C 3.9868 -3.8478 -0.4363
H 6.1614 -3.6233 3.3541
C -0.1446 0.2970 -5.2201
H -7.0280 -0.2367 4.8547
C 3.5329 0.6149 2.4353
H 2.3508 -7.3241 0.0582
C 1.4442 -0.2815 4.3884
C -1.8169 -2.6357 -6.9050
H -3.3134 -2.3477 4.7946
C 0.4573 0.6976 4.5263
C -0.9863 -5.0640 3.0108
H -5.9074 1.1892 -3.8463
H -4.3469 6.8416 2.2103
H -4.0284 6.8645 -0.2580
C 2.4400 4.7380 -1.4455
C -1.0645 -1.0961 -8.5833
C 3.9002 1.5126 3.4395
C 2.9609 -4.6971 3.2730
H -3.7418 1.3446 -0.1871
H -0.3178 0.3969 7.8072
C -4.1244 -2.3715 -0.8363
C 0.7118 -1.4340 -3.6086
C -2.9778 4.9992 -0.2599

The spin multiplicity is 1. The LUMO energy comes out at 2.0 eV. The total charge is -1. The HOMO-LUMO gap is 6.2832 eV. The relative energy (zero: lowest compared OMol25 entry of this formula, charge and spin) comes out at 22.3 kcal per mole.